C35H34F5GeNaOS as an isolated structure, computed with ωB97M-V/def2-TZVPD.

Each line ends with the Löwdin spin population.
Positions of all 78 atoms, in Å:
Na1 -0.51 -1.50 -0.64  0.07
C1 -0.52 1.76 1.62  0.02
Ge1 0.39 1.27 -0.07  0.34
C2 -0.65 2.56 -1.32  0.17
C3 -0.49 3.95 -1.23  0.02
C4 -1.18 4.82 -2.05  0.01
C5 -2.06 4.31 -3.01  0.00
C6 -2.23 2.94 -3.12  0.00
C7 -1.53 2.08 -2.28  0.02
C8 2.10 2.32 -0.07  0.01
C9 2.58 2.89 1.08  0.00
C10 3.80 3.60 1.11  0.00
C11 4.55 3.74 -0.02  0.00
C12 4.10 3.17 -1.24  0.00
C13 4.86 3.29 -2.43  0.00
C14 4.42 2.73 -3.59  0.00
C15 3.20 2.02 -3.62  0.00
C16 2.45 1.90 -2.49  0.01
C17 2.88 2.46 -1.26  0.00
H1 -0.45 2.84 1.76  0.00
H2 -0.13 1.27 2.51  0.00
H3 -1.58 1.53 1.53  0.00
H4 0.20 4.36 -0.50  0.00
H5 -1.04 5.89 -1.96  0.00
H6 -2.60 4.98 -3.66  0.00
H7 -2.90 2.53 -3.86  0.00
H8 -1.67 1.01 -2.39  0.01
H9 2.03 2.80 2.01  0.00
H10 4.14 4.03 2.05  0.00
H11 5.49 4.27 -0.01  0.00
H12 5.80 3.83 -2.40  0.00
H13 5.01 2.82 -4.50  0.00
H14 2.85 1.58 -4.55  0.00
H15 1.51 1.36 -2.51  0.01
F1 -3.45 -1.49 -1.78  0.00
C18 -2.78 -2.08 -2.83  0.00
C19 -1.45 -2.37 -2.70  0.01
C20 -0.88 -2.95 -3.81  0.00
F2 0.44 -3.30 -3.81  0.00
C21 -1.57 -3.24 -4.98  0.00
F3 -0.99 -3.82 -6.05  0.00
C22 -2.92 -2.92 -5.05  0.00
F4 -3.62 -3.19 -6.17  0.00
C23 -3.54 -2.33 -3.96  0.00
F5 -4.85 -2.02 -4.04  0.00
C24 3.64 -2.29 1.43  -0.01
C25 2.97 -1.57 2.41  0.01
C26 1.97 -0.68 2.05  0.03
C27 1.60 -0.47 0.72  0.22
C28 2.30 -1.20 -0.23  0.02
C29 3.30 -2.11 0.11  0.00
H16 4.43 -2.99 1.70  0.00
H17 3.24 -1.70 3.45  0.00
H18 1.46 -0.14 2.85  0.00
H19 2.08 -1.05 -1.29  0.01
H20 3.81 -2.67 -0.67  0.00
C30 0.42 -2.67 5.27  0.00
C31 -1.07 -2.92 5.11  0.00
C32 -1.50 -3.10 3.66  0.00
S1 -1.32 -1.55 2.72  0.00
O1 -1.27 -1.96 1.29  0.00
C33 -2.98 -0.84 3.00  0.00
C34 -3.95 -1.12 1.87  0.00
C35 -4.39 -2.57 1.77  0.00
H21 0.69 -2.59 6.32  0.00
H22 0.73 -1.76 4.77  0.00
H23 0.99 -3.49 4.83  0.00
H24 -1.65 -2.11 5.57  0.00
H25 -1.36 -3.83 5.66  0.00
H26 -2.52 -3.46 3.57  0.00
H27 -0.84 -3.79 3.12  0.00
H28 -2.82 0.24 3.12  0.00
H29 -3.33 -1.23 3.96  0.00
H30 -3.49 -0.82 0.92  0.00
H31 -4.82 -0.47 2.01  0.00
H32 -3.55 -3.21 1.49  0.00
H33 -5.16 -2.69 1.01  0.00
H34 -4.80 -2.93 2.72  0.00

As for the charge: -1. The calculation puts the HOMO energy (alpha / beta) at -2.73 / -5.32 eV. The frontier orbital gap (alpha / beta) comes out at 4.6475 / 7.2352 eV. The spin multiplicity is 2. As for the expectation value of S²: 0.755.

---

One molecule with the formula C5H4N2O2 in a non-equilibrium geometry, computed with ωB97M-V/def2-TZVPD.

Each line ends with the Löwdin charge.
Positions of all 13 atoms, in Å:
C1 0.83 -0.15 0.02  -0.22
C2 0.23 1.08 -0.02  0.00
C3 -1.18 1.04 -0.02  -0.05
C4 -1.83 -0.22 -0.02  -0.05
C5 -1.06 -1.39 -0.02  -0.11
H1 0.79 2.03 0.10  0.13
H2 -1.71 1.99 -0.08  0.11
H3 -2.96 -0.20 0.05  0.12
H4 -1.56 -2.35 -0.02  0.11
N1 2.34 -0.17 0.00  -0.35
N2 0.29 -1.36 0.07  0.15
O1 2.84 0.92 0.02  0.07
O2 2.96 -1.21 -0.06  0.09

Its SMILES is O=[N+]([O-])c1ccccn1. The calculation puts the HOMO energy at -10.64 eV. The frontier orbital gap comes out at 10.1637 eV. The energy above the lowest of the compared OMol25 structures with the same formula, charge and spin is 76.1 kcal/mol.

---

> Which formula does entry 2 have?

C5H4N2O2

---

> What is the formula in the first record?

C35H34F5GeNaOS